# 1
Density functional theory data (the ωB97M-V functional and the def2-TZVPD basis) for a 9-piece molecular cluster, C27H51N5O17 overall in a non-equilibrium geometry.

ORCA input file:
```
! wB97M-V def2-TZVPD RIJCOSX def2/J DEFGRID3
* xyz 0 1
O 1.28 -3.48 6.34
C 1.16 -3.74 5.14
O 1.87 -3.12 4.13
C 1.42 -3.57 2.90
C 0.45 -4.72 3.23
O 0.29 -4.68 4.63
H 0.86 -2.78 2.42
H 2.32 -3.90 2.38
H 0.83 -5.72 3.05
H -0.55 -4.70 2.79
O -6.96 -4.77 -2.09
C -5.98 -4.02 -2.08
O -4.77 -4.44 -1.96
C -3.78 -3.49 -1.79
C -4.55 -2.21 -1.94
O -5.89 -2.69 -2.09
H -3.41 -3.52 -0.77
H -2.90 -3.53 -2.44
H -4.28 -1.64 -2.83
H -4.73 -1.50 -1.14
O -4.99 -2.95 1.24
C -4.65 -1.93 1.89
O -4.70 -0.72 1.51
C -4.36 0.18 2.54
C -3.76 -0.73 3.59
O -4.18 -1.99 3.08
H -3.58 0.83 2.14
H -5.22 0.76 2.88
H -4.19 -0.43 4.54
H -2.70 -0.62 3.79
O 3.51 1.53 -1.86
C 3.71 2.12 -2.89
O 3.62 3.40 -3.07
C 3.78 3.71 -4.43
C 4.07 2.40 -5.17
O 4.12 1.53 -4.07
H 2.84 4.16 -4.74
H 4.57 4.46 -4.51
H 4.94 2.38 -5.84
H 3.15 2.04 -5.63
C 3.55 0.65 3.03
N 4.79 0.26 3.77
C 6.02 0.06 3.28
C 7.12 -0.28 4.22
O 6.24 0.12 2.06
H 3.63 1.49 2.35
H 2.73 0.91 3.71
H 3.22 -0.18 2.40
H 4.67 0.13 4.77
H 7.10 -1.31 4.57
H 7.02 0.43 5.04
H 8.08 -0.05 3.74
C -1.83 4.13 1.51
N -2.24 4.35 0.17
C -3.23 3.62 -0.40
C -3.98 4.06 -1.67
O -3.61 2.64 0.18
H -2.67 4.07 2.21
H -1.34 5.04 1.85
H -1.07 3.39 1.76
H -1.91 5.13 -0.39
H -5.01 3.83 -1.40
H -3.73 3.53 -2.58
H -3.78 5.12 -1.82
C 1.02 7.07 -4.64
N 0.47 5.75 -4.37
C -0.28 5.30 -3.38
C -0.71 3.83 -3.40
O -0.71 6.05 -2.50
H 0.67 7.38 -5.62
H 2.11 7.06 -4.62
H 0.77 7.80 -3.87
H 0.84 4.98 -4.90
H -1.78 3.79 -3.60
H -0.48 3.27 -2.49
H -0.24 3.30 -4.23
C 1.88 -3.83 -1.10
N 1.53 -5.22 -0.73
C 0.42 -5.66 -0.04
C 0.36 -7.19 0.16
O -0.48 -4.93 0.39
H 2.89 -3.83 -1.53
H 1.84 -3.10 -0.29
H 1.19 -3.48 -1.87
H 2.14 -5.95 -1.06
H 1.03 -7.69 0.86
H 0.40 -7.80 -0.75
H -0.66 -7.32 0.53
C 0.77 1.74 0.32
N -0.36 0.75 0.43
C -0.07 -0.51 0.74
C -1.29 -1.48 1.02
O 1.10 -0.87 0.98
H 1.32 1.88 1.26
H 0.42 2.66 -0.15
H 1.52 1.26 -0.30
H -1.29 1.12 0.32
H -1.58 -1.51 2.07
H -1.07 -2.52 0.78
H -2.11 -1.15 0.38
*
```

Output
* HOMO energy: -9.12 eV
* M: 717.7 g mol⁻¹
* SMILES: O=C1OCCO1.O=C1OCCO1.O=C1OCCO1.O=C1OCCO1.CNC(C)=O.CNC(C)=O.CNC(C)=O.CNC(C)=O.CNC(C)=O
* orbital gap: 9.0 eV

# 2
Density functional theory data (the ωB97M-V functional and the def2-TZVPD basis) for C27H52Cl2N3O5RuSi as an isolated structure in a non-equilibrium geometry.

ORCA input file:
```
! wB97M-V def2-TZVPD RIJCOSX def2/J DEFGRID3
* xyz 0 6
C 3.00 -2.54 -2.34
C 2.73 -1.61 -3.50
H 2.47 -3.49 -2.50
H 2.62 -2.13 -1.39
H 4.08 -2.75 -2.23
C 2.87 -1.99 -4.77
C 3.26 -3.34 -5.24
H 2.77 -1.25 -5.56
H 2.66 -4.09 -4.73
H 4.32 -3.59 -5.06
H 3.06 -3.42 -6.31
Ru 0.41 0.69 -0.91
Cl 1.48 2.59 -1.58
C -0.38 3.07 0.43
O -0.70 1.85 0.29
N -1.32 4.00 0.32
C -2.66 3.51 0.05
C -1.05 5.44 0.35
H 0.66 3.36 0.64
H -2.96 2.78 0.81
H -2.68 3.05 -0.95
H -3.35 4.37 0.07
H -0.44 5.72 1.23
H -2.01 5.97 0.40
H -0.53 5.77 -0.57
H -3.01 0.72 3.91
H -1.29 3.24 4.47
C -2.04 0.22 3.91
C -1.07 2.27 4.95
N -0.98 1.21 3.97
H -1.92 -0.38 3.00
C 0.10 1.06 3.16
O 0.31 0.05 2.48
H -0.12 2.38 5.50
H 0.79 1.94 3.17
H -1.99 -0.44 4.80
H -1.89 2.03 5.64
H 0.52 -3.99 2.62
H -1.04 -3.69 -1.15
C -0.47 -3.90 2.17
C -1.39 -3.79 -0.11
N -0.42 -3.29 0.85
H -1.14 -3.31 2.84
C 0.25 -2.14 0.68
O -0.02 -1.31 -0.22
H -2.38 -3.33 0.05
H 1.05 -1.99 1.42
H -0.92 -4.89 2.09
H -1.53 -4.84 0.11
O 1.50 -0.36 -1.90
C 2.24 -0.20 -3.12
C 0.79 0.05 -5.28
C 1.61 0.59 -4.28
H 0.43 -0.98 -5.18
C 0.43 0.78 -6.43
H 3.09 0.42 -2.78
C 1.94 1.94 -4.41
H -0.18 0.33 -7.23
C 0.83 2.11 -6.56
C 1.59 2.69 -5.53
H 2.48 2.43 -3.59
H 0.59 2.68 -7.47
H 1.95 3.72 -5.60
Si -1.99 -0.43 -3.21
Cl -1.46 -2.24 -3.97
C -2.74 0.22 -4.80
C -1.12 1.35 -2.84
C -2.37 -0.76 -1.45
H -2.04 0.93 -5.27
H -3.63 0.75 -4.45
H -3.04 -0.50 -5.58
H -3.42 -0.44 -1.46
H -1.73 -0.16 -0.76
H -2.31 -1.80 -1.14
H -0.44 1.70 -3.63
H -0.67 1.80 -1.89
H -2.00 2.03 -2.92
C 1.14 -1.27 8.06
C 0.47 -1.27 6.76
C 2.14 0.20 5.89
C -0.74 -2.06 6.54
O 0.91 -0.55 5.76
H 2.17 -1.65 7.99
H 0.56 -1.91 8.75
H 1.24 -0.25 8.48
H 1.97 1.05 6.56
H 2.94 -0.45 6.26
H 2.37 0.54 4.89
H -0.89 -2.36 5.49
H -0.64 -2.95 7.18
H -1.63 -1.51 6.90
*
```

Output
* HOMO energy (alpha / beta): -4.18 / -6.34 eV
* M: 698.8 g mol⁻¹
* orbital gap (alpha / beta): 4.5 / 6.6 eV
* relative energy (zero: lowest compared OMol25 entry of this formula, charge and spin): 4.9560 eV

# 3
Density functional theory data (the ωB97M-V functional and the def2-TZVPD basis) for a 2-piece molecular cluster, C27H52IN2O12PS2 overall in a non-equilibrium geometry.

ORCA input file:
```
! wB97M-V def2-TZVPD RIJCOSX def2/J DEFGRID3
* xyz 0 1
C -1.17 -0.67 4.38
C -2.42 -1.69 4.07
C -2.43 -2.78 5.33
C -2.23 -2.56 2.67
C -3.49 -3.55 2.33
C -2.03 -1.58 1.33
O -0.65 -1.29 1.00
C -0.16 -1.82 -0.26
C -0.36 -0.82 -1.58
C -1.49 0.35 -1.38
C -1.01 1.65 -0.52
C -2.16 2.83 -0.78
C -1.34 4.26 -1.05
C -0.85 4.36 -2.62
C 0.76 4.08 -2.84
S 1.86 5.42 -2.03
C 3.65 5.21 -2.64
N 4.88 4.81 -1.84
N 5.93 4.75 -2.77
C 5.39 5.10 -4.14
O 3.94 5.41 -4.08
C -0.48 -3.39 -0.59
P -2.00 -3.80 -1.62
O -2.84 -4.97 -0.89
O -3.05 -2.49 -2.05
O -1.47 -4.52 -3.15
O -0.49 -4.29 0.60
S 1.15 -4.57 0.99
O 1.88 -5.57 0.02
O 1.13 -5.31 2.38
C 1.97 -2.90 1.14
O 3.43 -2.98 1.31
C 3.83 -3.21 2.71
C 3.83 -1.87 3.65
C 3.73 -2.37 5.24
O 5.01 -1.01 3.47
C 1.51 -1.81 -0.05
C 2.07 -0.35 0.49
C 3.10 0.25 -0.68
C 4.67 -0.13 -0.41
I 5.56 -0.41 -2.44
H -1.57 0.43 4.27
H -0.31 -0.93 3.62
H -0.76 -0.77 5.49
H -3.47 -1.16 4.04
H -3.23 -2.48 6.16
H -1.37 -2.83 5.88
H -2.66 -3.88 4.99
H -1.27 -3.24 2.86
H -4.00 -4.00 3.28
H -4.30 -2.89 1.78
H -3.11 -4.42 1.65
H -2.52 -0.54 1.67
H -2.72 -1.98 0.48
H -0.68 -1.42 -2.56
H 0.64 -0.27 -1.89
H -2.52 -0.08 -0.97
H -1.75 0.75 -2.47
H -1.08 1.39 0.65
H 0.06 1.99 -0.84
H -2.91 2.93 0.14
H -2.85 2.57 -1.71
H -0.34 4.19 -0.40
H -1.97 5.19 -0.70
H -1.03 5.49 -2.97
H -1.45 3.61 -3.32
H 0.99 4.12 -3.99
H 1.12 3.04 -2.43
H 5.99 5.12 -5.17
H 0.46 -3.77 -1.23
H -3.85 -2.43 -1.42
H -0.47 -4.34 -3.16
H 1.55 -2.41 2.15
H 3.22 -4.04 3.27
H 4.95 -3.59 2.67
H 2.86 -1.19 3.50
H 3.05 -1.56 5.81
H 4.77 -2.38 5.77
H 3.13 -3.39 5.35
H 4.79 -0.08 3.81
H 2.06 -2.17 -1.03
H 1.24 0.46 0.62
H 2.71 -0.42 1.47
H 2.82 -0.17 -1.76
H 3.04 1.43 -0.76
H 5.31 0.71 0.09
H 4.86 -1.15 0.13
O -4.20 3.01 -4.15
C -4.03 4.06 -5.11
C -4.81 5.29 -4.65
O -4.35 5.70 -3.37
H -5.12 2.71 -4.21
H -2.96 4.28 -5.16
H -4.37 3.71 -6.09
H -4.69 6.12 -5.35
H -5.88 5.06 -4.56
H -4.15 4.88 -2.88
*
```

Output
* HOMO energy: -9.25 eV
* M: 818.7 g mol⁻¹
* SMILES: CC(C)[C@@H](C)CO[C@]1(CCCCCCCSc2nnco2)[C@H](P(=O)(O)O)OS(=O)(=O)[C@@H](OC[C@@H](C)O)[C@@H]1CCCI.OCCO
* orbital gap: 8.9 eV

Question: Which of these has the highest M?
Answer: C27H52IN2O12PS2